{"formula": "CHN5O2", "method": "wB97M-V/def2-TZVPD", "symbols": ["C", "N", "N", "N", "N", "N", "O", "O", "H"], "coordinates": [[0.812, 1.248, -0.014], [-0.139, 1.505, 0.720], [-0.879, 0.154, 0.728], [-0.329, -0.490, -0.214], [-2.118, -0.463, 0.798], [0.772, 0.078, -0.668], [-2.294, -1.113, 1.791], [1.601, -0.463, -1.673], [2.574, -0.456, -1.467]], "forces_ev_per_a": [[3.93, 2.31, -1.94], [-1.13, 1.93, 2.82], [1.80, -0.07, -3.91], [1.91, -4.69, -2.43], [-1.46, 0.68, 0.76], [-1.17, 0.18, 1.92], [-1.08, -0.97, 1.39], [-1.37, 0.17, 0.45], [-1.43, 0.47, 0.94]], "s2": 2.018, "homo_energy_ha": [-0.3235, -0.3460], "multiplicity": 3, "largest_force_ev_per_a": 5.6}



{"formula": "C4H24NO10", "method": "wB97M-V/def2-TZVPD", "symbols": ["C", "N", "C", "C", "C", "O", "O", "H", "H", "H", "H", "H", "H", "H", "H", "H", "H", "O", "H", "H", "O", "H", "H", "O", "H", "H", "O", "H", "H", "O", "H", "H", "O", "H", "H", "O", "H", "H", "O"], "coordinates": [[1.249, 1.948, -0.649], [0.429, 0.940, -0.262], [-0.433, 0.264, -1.222], [0.284, 0.550, 1.119], [1.509, -0.636, 1.197], [1.313, -1.123, 2.461], [1.179, 2.367, -1.788], [1.778, 2.406, 0.116], [-0.194, 0.092, -2.282], [-0.529, -0.865, -1.037], [-1.459, 0.471, -1.197], [0.311, 1.387, 1.874], [-0.584, -0.009, 1.358], [2.526, -0.095, 0.900], [1.174, -1.348, 0.419], [-4.017, 1.354, 0.755], [-3.244, 0.251, 0.524], [-4.255, 0.495, 0.421], [-1.171, -2.160, -3.788], [-0.074, -2.878, -2.610], [-0.571, -2.857, -3.536], [0.856, -2.015, 2.189], [0.882, -3.373, 1.605], [0.148, -2.986, 1.234], [-0.970, 3.105, -1.366], [-2.176, 4.089, -1.474], [-1.567, 3.615, -0.948], [0.680, -0.004, 3.822], [2.028, 0.600, 3.493], [1.428, 0.578, 4.201], [2.238, -0.381, -2.920], [1.683, -1.231, -1.770], [2.420, -0.519, -2.007], [1.315, -3.612, -1.367], [0.281, -2.829, -0.135], [0.781, -2.909, -1.195], [-1.704, 2.917, 1.806], [-1.629, 2.330, 0.553], [-1.913, 2.071, 1.507]], "forces_ev_per_a": [[-1.37, 0.39, -2.91], [-2.32, -1.67, 1.50], [0.45, -3.93, -0.81], [1.13, 1.62, -1.39], [1.35, 1.03, 0.15], [1.31, -0.53, -2.22], [0.41, 0.03, 0.64], [1.51, 0.79, 1.66], [0.87, 1.45, 0.41], [0.63, 1.30, 0.77], [-1.55, 1.44, 0.47], [0.93, -0.95, -0.86], [-0.82, -0.61, -0.41], [-2.05, -1.10, 1.19], [0.55, 0.50, 0.48], [-0.97, 1.39, 0.41], [-2.97, -0.52, -0.54], [3.92, -0.89, 0.21], [0.03, 0.40, 0.76], [-1.67, 0.87, -1.74], [1.52, -1.11, 1.03], [-1.28, 0.14, -0.14], [2.68, -2.68, 0.63], [-2.74, 2.29, -1.09], [2.97, -2.21, -3.23], [-0.61, 0.37, -1.25], [-2.12, 1.75, 4.33], [2.02, 1.43, 1.28], [1.36, -0.05, -1.17], [-3.27, -0.46, 1.04], [0.01, 0.35, -1.28], [2.26, 1.34, -0.51], [-2.13, -2.12, 1.91], [2.24, -3.26, -0.10], [1.56, -1.73, -0.28], [-3.34, 4.48, 1.10], [0.17, 2.45, 1.98], [-1.18, -0.98, 1.51], [0.47, -1.01, -3.52]], "s2": 0.758, "homo_energy_ha": [-0.3720, -0.3718], "multiplicity": 2, "largest_force_ev_per_a": 5.7, "relative_energy_kcal_mol": 87.9}